[1]
77
Properties=species:S:1:pos:R:3:forces:R:3 method="wB97M-V/def2-TZVPD" e_homo_ev="-13.63 / -13.63" lumo_energy_ev="-8.2 / -7.9" relative_energy_kcal_mol=17.5 total_charge=+2 spin_multiplicity=1
Mo 0.275 -0.165 0.685 -0.4844 -1.0554 0.3650
Cl -0.484 -2.921 0.549 0.1282 0.0589 -0.0056
C 0.718 -2.708 -0.679 -0.0029 -0.0114 0.0896
C 1.127 -1.389 -0.881 -0.1251 -0.0399 -0.3724
C 2.045 -1.236 -1.937 -0.0525 -0.0757 0.1382
Cl 2.606 0.350 -2.438 -0.0986 0.0092 -0.0776
C 2.567 -2.299 -2.664 -0.0454 -0.0075 0.0426
Cl 3.695 -2.046 -3.922 0.0153 0.0304 -0.0099
C 2.159 -3.607 -2.357 -0.0353 -0.0842 0.0271
Cl 2.801 -4.929 -3.214 -0.0553 0.1013 0.0673
C 1.210 -3.816 -1.353 0.0473 -0.0731 -0.0582
Cl 0.669 -5.388 -0.964 0.0211 0.1051 -0.0173
Cl -3.152 -1.260 -0.738 -0.0697 -0.1620 -0.1471
Si -1.883 0.283 -0.471 0.2169 -0.0278 -0.2742
Cl 0.177 2.150 1.335 0.0603 0.2603 -0.3564
Cl -2.994 1.879 0.028 -0.0887 0.2062 0.0265
Ge 1.088 1.784 -0.977 0.2180 0.3500 0.6896
C 2.260 3.315 -0.912 -0.1157 -0.2503 -0.1186
C 3.617 3.224 -1.195 0.1623 -0.1623 -0.0392
C 4.413 4.358 -1.145 -0.0104 0.1510 0.0193
C 3.854 5.587 -0.821 -0.0609 -0.0998 -0.0009
C 2.497 5.679 -0.533 0.1087 0.0144 -0.0180
C 1.702 4.546 -0.573 -0.1732 0.0755 0.0749
C -0.436 1.852 -2.194 0.2820 0.7647 0.1745
C -0.880 3.102 -2.581 0.2825 -0.0134 0.1674
C -2.073 3.233 -3.290 -0.1856 -0.0930 -0.0746
C -2.816 2.116 -3.634 0.0000 -0.1517 0.0184
C -2.346 0.851 -3.299 -0.3615 0.1847 -0.1956
C -1.178 0.711 -2.544 -0.0328 -0.4219 -0.1803
H 1.767 0.631 0.107 0.1214 0.0632 -0.1802
H 4.083 2.277 -1.440 -0.0170 0.0471 0.0196
H 5.470 4.278 -1.356 0.0109 0.0108 -0.0052
H 4.475 6.471 -0.784 0.0112 0.0098 -0.0018
H 2.060 6.632 -0.267 -0.0029 0.0116 0.0028
H 0.653 4.630 -0.309 0.0363 0.0100 0.0000
H -0.321 3.995 -2.325 -0.0013 -0.0574 -0.0117
H -2.420 4.220 -3.565 -0.0268 0.0144 -0.0075
H -3.743 2.224 -4.179 0.0049 -0.0116 -0.0206
H -2.883 -0.032 -3.614 -0.0414 -0.0364 -0.0146
H -0.700 -0.268 -2.518 -0.0471 -0.0588 0.0991
C -2.176 -2.006 5.727 0.0179 -0.0158 0.0410
C -2.289 -1.614 4.249 0.2752 0.1473 -0.0131
C -3.424 -0.591 4.108 -0.0405 0.0265 -0.0593
C -2.612 -2.833 3.384 -0.0138 -0.0696 -0.0013
Si -0.699 -0.789 3.676 -0.1469 0.0993 0.1712
O -0.990 -0.349 2.038 0.3733 0.1470 -0.0584
C -0.173 0.738 4.591 -0.0423 -0.1779 -0.1134
C -0.917 1.922 4.536 -0.0326 0.0003 0.0057
C -0.523 3.039 5.252 0.0199 0.0207 0.0103
C 0.622 2.991 6.039 -0.0099 -0.0176 -0.0122
C 1.374 1.828 6.102 0.0185 0.0159 -0.0003
C 0.981 0.710 5.379 -0.0302 0.0228 0.0290
C 0.785 -1.918 3.411 -0.0111 -0.0293 -0.0716
C 0.882 -3.191 3.968 0.0424 0.0271 0.0273
C 1.926 -4.048 3.642 0.0202 -0.0445 0.0123
C 2.903 -3.662 2.738 0.0024 0.0022 -0.0379
C 2.841 -2.400 2.166 -0.0194 -0.0158 -0.1151
C 1.792 -1.554 2.501 0.0001 0.5146 -0.1499
H -3.129 -2.423 6.062 0.0005 -0.0014 0.0251
H -1.952 -1.142 6.355 -0.0035 -0.0030 0.0120
H -1.411 -2.761 5.910 0.0088 -0.0254 0.0131
H -4.364 -1.064 4.403 -0.0224 0.0235 -0.0166
H -3.536 -0.240 3.078 -0.0216 -0.0004 0.0095
H -3.279 0.274 4.755 0.0110 0.0151 0.0168
H -3.551 -3.279 3.726 0.0125 -0.0331 -0.0235
H -1.842 -3.606 3.431 -0.0276 0.0105 0.0141
H -2.753 -2.549 2.338 -0.0282 0.0079 -0.0615
H -1.812 1.976 3.925 -0.0057 -0.0086 0.0069
H -1.112 3.946 5.206 -0.0017 0.0141 0.0027
H 0.924 3.861 6.605 0.0030 0.0103 0.0078
H 2.264 1.788 6.715 0.0099 0.0091 0.0114
H 1.579 -0.192 5.439 0.0104 -0.0191 0.0012
H 0.137 -3.532 4.674 -0.0137 0.0080 -0.0003
H 1.975 -5.026 4.102 0.0050 -0.0169 -0.0017
H 3.713 -4.334 2.492 0.0202 0.0043 -0.0064
H 3.604 -2.070 1.471 0.0305 -0.0081 0.0171
H 1.900 -0.505 2.106 -0.0038 -0.2249 0.4733

=====

[2]
80
Properties=species:S:1:pos:R:3:forces:R:3 method="wB97M-V/def2-TZVPD" e_homo_ev="0.20 / 0.27" s_squared=6.129 lumo_energy_ev="4.3 / 4.3" total_charge=-2 spin_multiplicity=5
Cr 0.020 0.051 -0.767 -0.2569 -0.1000 0.0105
S 1.464 0.063 -2.876 0.1550 0.1696 0.2338
C 2.416 0.854 -1.657 -0.1208 0.0188 0.1301
C 3.725 1.346 -1.768 -0.0320 -0.0582 -0.1007
C 4.300 2.019 -0.705 -0.0137 -0.0171 -0.0754
C 3.577 2.194 0.473 -0.0469 -0.0087 0.0513
C 2.305 1.657 0.542 -0.1116 -0.1431 -0.2220
N 1.746 0.996 -0.481 0.6304 0.3952 0.1875
H 4.249 1.206 -2.705 0.0097 0.0109 0.0283
H 5.304 2.420 -0.794 -0.0078 -0.0137 -0.0109
H 3.988 2.726 1.321 0.0074 0.0010 -0.0066
H 1.696 1.734 1.439 0.0195 -0.0145 -0.1033
Cl 2.198 -4.584 -0.851 -0.1751 0.0420 -0.0313
C 0.567 -4.158 -1.324 0.0372 -0.3720 -0.0953
C -0.235 -5.088 -1.957 0.0601 -0.1159 -0.0355
C -1.529 -4.732 -2.313 -0.0343 0.0537 0.0174
Cl -2.538 -5.958 -3.074 0.0687 0.0742 0.0489
C -2.070 -3.448 -2.089 -0.0707 0.1110 0.0202
C -3.387 -3.028 -2.361 0.0656 0.0426 0.0194
C -3.760 -1.707 -2.026 0.0560 -0.0582 0.0091
C -2.834 -0.831 -1.521 0.0963 -0.1333 -0.1588
N -1.540 -1.179 -1.299 -0.2867 -0.3921 -0.2076
C -1.186 -2.485 -1.496 -0.2780 0.0829 0.0440
C 0.080 -2.888 -1.067 0.0817 0.1830 0.1789
O 0.847 -1.951 -0.388 0.1378 0.0606 0.1470
H 0.140 -6.079 -2.167 -0.0029 0.0035 0.0019
H -4.098 -3.721 -2.789 0.0173 0.0135 0.0138
H -4.776 -1.366 -2.182 0.0218 -0.0191 -0.0052
H -3.081 0.201 -1.307 0.0317 0.0001 -0.0034
C -2.768 4.410 4.311 0.0635 0.0243 0.0399
C -3.758 3.265 4.110 0.0098 -0.1483 -0.1434
C -4.139 2.657 5.456 0.0799 -0.0406 0.0591
C -4.779 1.283 5.299 -0.0481 0.0343 -0.0171
C -3.806 0.366 4.617 0.0318 0.1434 -0.0243
C -3.596 -0.970 5.027 0.0077 -0.0463 0.0648
C -2.696 -1.728 4.301 -0.2846 0.1249 -0.0609
F -2.500 -3.024 4.677 -0.3048 -0.1039 0.1494
C -1.996 -1.260 3.217 -0.4664 0.1705 -0.4897
C -2.177 0.092 2.814 -0.1136 0.1855 0.0167
C -1.505 0.621 1.683 0.0120 -0.0284 -0.0643
O -0.569 -0.093 1.136 -0.0394 0.1494 -0.2624
C -1.939 1.919 1.192 0.0664 -0.1084 -0.2237
C -2.756 2.662 1.967 -0.0388 -0.0695 0.1911
N -3.211 2.248 3.204 -0.0019 -0.0668 0.1161
C -3.075 0.893 3.572 -0.0168 0.2316 -0.0863
C -1.590 2.517 -0.174 0.3076 -0.1281 0.0422
O -1.971 3.671 -0.408 -0.0521 -0.1123 -0.0400
O -0.925 1.786 -0.984 -0.3302 0.2813 0.1750
H -3.217 5.191 4.935 0.0456 -0.0724 -0.0389
H -2.468 4.854 3.361 -0.0267 -0.0120 0.0748
H -1.868 4.034 4.809 -0.0597 0.0451 -0.0484
H -4.663 3.678 3.648 -0.0679 -0.0276 -0.0527
H -4.795 3.362 5.974 -0.0065 -0.0010 0.0186
H -3.231 2.547 6.059 -0.0215 0.0028 0.0117
H -5.693 1.383 4.699 -0.0203 -0.0264 0.0280
H -5.075 0.874 6.268 0.0147 0.0242 0.0167
H -4.127 -1.395 5.871 0.0300 0.0115 -0.0545
H -1.354 -1.907 2.630 -0.4453 0.2496 -0.1374
H -3.082 3.633 1.613 0.0217 -0.0506 0.0327
C 0.239 -3.006 4.155 0.3007 -0.1715 0.2982
C 1.275 -2.952 3.054 0.0400 0.1016 0.1250
C 2.195 -4.159 3.146 0.1325 -0.1151 -0.0859
O 0.590 -3.049 1.785 0.0003 0.0421 -0.0480
B 1.155 -2.121 0.951 -0.1675 0.3309 -0.0235
O 2.102 -1.332 1.546 0.1955 -0.2154 -0.2851
C 2.039 -1.575 2.957 -0.0708 -0.0909 -0.0274
C 3.464 -1.602 3.477 0.1072 -0.0078 0.0887
C 1.274 -0.413 3.572 -0.1752 0.0980 0.1054
H -0.307 -3.949 4.079 0.0558 0.0769 0.0330
H -0.480 -2.192 4.078 0.7782 -0.4105 0.3381
H 0.721 -2.962 5.139 0.0268 -0.0496 -0.0628
H 1.581 -5.064 3.132 0.0551 0.0656 -0.0102
H 2.785 -4.146 4.067 -0.0746 -0.0099 -0.0699
H 2.869 -4.199 2.288 0.0065 -0.0026 0.0405
H 4.063 -2.361 2.973 -0.0396 0.0390 0.0320
H 3.484 -1.786 4.556 -0.0025 0.0079 -0.0707
H 3.918 -0.628 3.281 -0.0085 -0.0369 0.0261
H 0.297 -0.292 3.092 0.4087 -0.0637 0.2118
H 1.842 0.506 3.400 -0.0155 -0.0690 0.0274
H 1.138 -0.549 4.648 0.0418 0.0285 -0.0217

=====

[3]
80
Properties=species:S:1:pos:R:3:forces:R:3 method="wB97M-V/def2-TZVPD" e_homo_ev="-0.36 / -0.36" lumo_energy_ev="2.8 / 2.8" relative_energy_kcal_mol=114.0 total_charge=-2 spin_multiplicity=1
Ba 0.704 -1.275 0.239 2.4330 -1.2697 -3.4163
C -3.245 0.092 0.854 -0.1152 -0.0575 0.0362
C -2.104 0.680 1.593 -0.2419 0.2772 0.1268
N -0.850 0.358 1.423 -1.0324 0.6694 0.2764
C -0.124 1.084 2.318 -0.5596 0.6724 0.6764
C -0.970 1.887 3.054 0.3032 -0.0580 -0.0298
N -2.223 1.612 2.571 0.1824 0.0398 0.1423
C -0.757 2.916 4.131 -0.0324 -0.0332 -0.1144
O 0.443 3.077 4.520 0.5276 -0.2635 -0.1392
O -1.744 3.521 4.539 -0.3811 -0.0144 0.0085
C 1.342 0.934 2.371 0.4978 0.7050 0.5703
O 1.979 1.610 3.261 -0.4341 0.4970 0.4703
O 1.887 0.186 1.567 1.3710 1.7381 1.4723
H -2.876 -0.348 -0.070 0.0108 0.0611 -0.0979
H -3.996 0.846 0.621 -0.0458 0.0081 -0.0290
H -3.705 -0.708 1.441 -0.1110 0.1191 -0.0098
H -3.052 2.061 2.931 0.0732 0.0104 -0.0369
H 1.290 2.315 3.883 0.0469 -0.3201 -0.2832
C -4.373 1.673 -3.738 -0.0026 -0.0501 0.2115
C -3.648 1.798 -2.397 0.0084 -0.0402 -0.0872
C -2.398 2.637 -2.493 0.0766 -0.1547 0.1387
C -2.549 3.999 -2.706 0.0521 0.1135 -0.1219
C -1.453 4.830 -2.825 -0.0665 0.1447 0.0181
C -0.182 4.298 -2.696 -0.0690 0.0419 -0.0448
C 0.013 2.949 -2.451 0.0508 -0.1518 -0.0652
C 1.413 2.420 -2.283 -0.0743 -0.0423 0.1504
C 1.957 2.752 -0.894 0.0854 -0.1203 -0.2012
C -1.103 2.094 -2.348 -0.2239 0.7899 -0.3316
N -0.922 0.757 -2.063 0.1783 -1.0314 0.4463
C -1.385 -0.136 -2.868 0.1371 0.9313 -0.2058
C -1.413 -1.526 -2.670 -0.2614 -0.9316 -0.1411
C -1.904 -2.454 -3.613 -0.0029 0.3534 0.0402
C -1.697 -3.708 -3.069 -0.0808 -0.4226 0.0438
C -1.086 -3.488 -1.831 0.0318 -0.1251 -0.2688
N -0.931 -2.189 -1.571 -0.7172 -0.1731 -0.4721
H -5.296 1.109 -3.615 -0.1217 -0.0729 -0.0603
H -3.747 1.155 -4.461 0.0366 -0.0241 -0.1182
H -4.620 2.655 -4.137 -0.0121 0.0796 -0.0818
H -3.398 0.801 -2.037 -0.1357 0.0838 0.0865
H -4.331 2.259 -1.676 0.0204 -0.0309 0.0481
H -3.547 4.408 -2.800 -0.1014 0.0341 0.0143
H -1.589 5.886 -3.014 -0.0005 0.0987 0.0079
H 0.677 4.950 -2.796 0.1209 -0.0210 0.0164
H 2.068 2.874 -3.035 -0.0635 -0.1545 -0.0313
H 1.423 1.337 -2.414 0.0972 0.1283 -0.1161
H 2.087 3.826 -0.774 -0.0283 0.1301 0.0718
H 2.914 2.259 -0.747 0.1032 -0.0636 0.1129
H 1.267 2.401 -0.131 -0.0709 -0.0366 0.1728
H -1.789 0.182 -3.841 -0.0365 -0.0029 0.0740
H -2.351 -2.229 -4.567 0.0054 0.1160 -0.1424
H -1.942 -4.664 -3.501 0.0369 -0.0711 -0.0687
H -0.737 -4.240 -1.140 0.1375 -0.1025 -0.0241
S 3.409 -2.833 0.825 -0.5457 -0.3415 0.6595
C 4.807 -1.963 0.306 0.0232 -0.2113 0.0810
C 5.945 -2.086 1.116 0.2862 0.1138 -0.0412
C 7.154 -1.515 0.786 0.2022 -0.0270 0.0843
C 7.277 -0.799 -0.394 0.2389 0.1691 -0.0572
C 6.170 -0.656 -1.208 0.1917 0.0692 0.0957
C 4.936 -1.211 -0.879 0.0706 0.1356 -0.1244
S 3.664 -0.863 -2.051 0.3062 0.3483 -0.1723
H 5.847 -2.663 2.025 -0.0473 -0.0163 0.0479
H 8.006 -1.632 1.445 0.0806 -0.0236 0.0630
H 8.227 -0.358 -0.674 0.0079 0.0425 -0.0329
H 6.238 -0.098 -2.131 0.0647 0.0423 -0.0955
N 2.334 -3.217 -2.418 -0.3054 -1.8971 -1.4985
C 2.322 -2.204 -1.719 -0.8325 0.9873 0.4992
H 3.038 -3.370 -3.144 0.3731 0.2730 0.1306
Se -2.095 -3.081 0.960 -1.0302 -0.4509 0.8179
N -0.627 -2.638 1.806 -0.5435 -1.1261 1.6431
C -0.852 -2.697 3.126 -0.6691 -0.2829 -0.9029
C 0.091 -2.406 4.118 0.5608 0.1292 1.0645
C -0.269 -2.553 5.439 0.9631 0.3433 -0.8517
C -1.559 -2.960 5.799 -1.2453 -0.3903 -0.2604
C -2.518 -3.225 4.848 0.1367 0.0125 1.2121
C -2.182 -3.105 3.491 -0.1072 0.0500 -1.1083
N -3.005 -3.349 2.463 0.1336 0.0112 0.1691
H 1.081 -2.087 3.827 0.1399 -0.0175 -0.0047
H 0.459 -2.353 6.215 -0.0041 0.0436 -0.0654
H -1.803 -3.068 6.850 -0.0338 0.0203 -0.0474
H -3.518 -3.531 5.122 -0.0171 -0.0100 0.0011